Density functional theory data (wB97M-V/def2-TZVPD) for one molecule with the formula C4H7N3 at a distorted geometry.

Each atom is followed by the atoms it is bonded to, with distances in Å.
Cartesian coordinates (Å):
1 C 2.19 0.06 0.28  N2 1.447, H8 1.095, H9 1.093, H10 1.100
2 N 1.20 0.22 -0.77  C1 1.447, C3 1.374, H11 1.010
3 C -0.14 0.16 -0.48  N2 1.374, C4 1.444, N7 1.313
4 C -0.75 -0.43 0.70  C3 1.444, C5 1.349, H12 1.077
5 C -2.06 -0.18 0.53  C4 1.349, N6 1.396, H13 1.082
6 N -2.28 0.43 -0.71  C5 1.396, N7 1.395, H14 1.039
7 N -1.03 0.63 -1.31  C3 1.313, N6 1.395
8 H 2.11 -0.93 0.73  C1 1.095
9 H 3.18 0.14 -0.16  C1 1.093
10 H 2.10 0.81 1.09  C1 1.100
11 H 1.41 0.91 -1.47  N2 1.010
12 H -0.28 -0.98 1.50  C4 1.077
13 H -2.95 -0.38 1.11  C5 1.082
14 H -2.70 -0.47 -1.04  N6 1.039

Output
- E_HOMO: -8.51 eV
- Net charge: 0
- Relative energy (zero: lowest compared OMol25 entry of this formula, charge and spin): 33.6 kcal/mol
- E_LUMO: 0.98 eV
- Calculated total energy: -320.82976 a.u.
- Frontier orbital gap: 0.34904 Eh
- SMILES: CNc1cc[nH]n1